Arrangement one

30
Properties=species:S:1:pos:R:3:lowdin_charge:R:1 method="wB97M-V/def2-TZVPD" lumo_energy_ev=0.316 spin_multiplicity=1 total_charge=0
C -0.8836 3.8727 2.2071 -0.08
C -1.3756 4.6422 1.0708 -0.31
N -1.6882 5.2712 0.1721 0.13
H -1.4865 2.9834 2.2985 0.06
H -1.1257 4.3864 3.0888 0.06
H 0.1671 3.5586 2.0548 0.08
C -0.0449 2.1369 -3.0045 -0.05
C 0.3236 2.5915 -1.6390 -0.24
N 0.6442 2.9171 -0.5803 0.15
H -1.0396 1.6774 -2.9295 0.08
H 0.6862 1.4075 -3.3793 0.09
H -0.2024 2.9855 -3.6564 0.08
C -2.2166 -0.3757 0.7266 -0.04
C -1.2665 -1.3199 1.3390 -0.26
N -0.4181 -2.0180 1.6428 0.15
H -2.0377 0.6080 1.1534 0.07
H -3.1651 -0.7286 0.9850 0.06
H -2.0620 -0.3873 -0.3383 0.08
C 1.2669 -5.1411 0.0474 -0.09
C 0.4460 -5.3295 -1.1077 -0.31
N -0.2903 -5.5165 -1.9764 0.12
H 2.2103 -5.6690 -0.0185 0.08
H 0.6615 -5.3622 0.9179 0.08
H 1.5704 -4.1013 0.0738 0.04
C 2.0370 -0.1627 0.5104 -0.07
C 1.5406 -1.1467 -0.4736 -0.32
N 1.2363 -1.8973 -1.2839 0.14
H 3.0613 0.0118 0.1633 0.08
H 2.0995 -0.6068 1.5112 0.08
H 1.3521 0.7124 0.4245 0.05


Arrangement two

30
Properties=species:S:1:pos:R:3:lowdin_charge:R:1 method="wB97M-V/def2-TZVPD" lumo_energy_ev=0.412 spin_multiplicity=1 total_charge=0
C 0.2991 -6.4961 7.8603 -0.08
C -0.3786 -5.9113 6.7162 -0.29
N -0.9304 -5.4055 5.8220 0.12
H 0.6501 -7.5073 7.6546 0.08
H -0.3770 -6.5801 8.7112 0.08
H 1.0599 -5.7837 8.1792 0.08
C 0.6110 0.6098 2.5449 -0.08
C 0.6287 1.2524 1.2439 -0.29
N 0.5895 1.8500 0.2471 0.12
H -0.3713 0.8870 2.9276 0.08
H 1.3677 0.9533 3.2503 0.08
H 0.6302 -0.4788 2.4938 0.08
C -2.5214 1.4580 -5.9884 -0.06
C -2.9078 2.8317 -5.5453 -0.30
N -3.2165 3.8538 -5.2187 0.12
H -3.4673 1.1526 -6.4358 0.07
H -2.3304 0.8194 -5.1261 0.08
H -1.7687 1.4977 -6.7758 0.08
C 1.4748 -5.7264 -0.6254 -0.09
C 0.1890 -5.6618 -1.3219 -0.27
N -0.8337 -5.5708 -1.9196 0.11
H 1.5654 -6.4272 0.2045 0.08
H 1.7293 -4.7107 -0.3225 0.08
H 2.1925 -6.1749 -1.3123 0.08
C 0.5940 9.0770 -2.7552 -0.08
C 1.9489 9.3679 -3.2046 -0.29
N 2.9856 9.6615 -3.5746 0.12
H 0.4795 9.3315 -1.7015 0.08
H 0.2087 8.0584 -2.8023 0.08
H -0.1010 9.7727 -3.2254 0.08


So which one is most stable? That would be arrangement one, about 14.7 kcal/mol below the next structure.


Arrangement one

45
Properties=species:S:1:pos:R:3:lowdin_charge:R:1 method="wB97M-V/def2-TZVPD" lumo_energy_ev=-5.491 spin_multiplicity=1 total_charge=+1
C 5.5762 -0.6295 0.4618 -0.07
O 5.0003 0.4969 1.0859 -0.04
C 3.6619 0.3580 1.3841 -0.20
C 3.0032 1.4241 2.0319 0.04
C 1.6775 1.3555 2.3563 0.01
C 0.9094 0.2167 2.0366 -0.12
C -0.5343 0.1600 2.1493 0.07
C -1.2924 -1.0619 1.9656 -0.11
C -2.5282 -0.7536 1.3536 -0.09
C -3.3703 -1.7702 0.9117 0.02
C -3.0013 -3.0810 1.1251 -0.03
C -1.8195 -3.3921 1.7955 -0.05
C -0.9660 -2.4028 2.2231 -0.01
C -2.6270 0.6889 1.2683 -0.09
C -1.4473 1.2428 1.8246 -0.08
C -1.3089 2.6378 1.8692 0.02
C -2.3006 3.4297 1.3387 -0.05
C -3.4300 2.8701 0.7440 -0.03
C -3.6045 1.5046 0.7066 0.02
C 1.5769 -0.8484 1.3953 0.02
C 2.9019 -0.7875 1.0803 0.01
H 6.6341 -0.4352 0.2807 0.11
H 5.4854 -1.5005 1.1125 0.10
H 5.0858 -0.8196 -0.4941 0.10
H 3.5783 2.3038 2.2586 0.13
H 1.2139 2.1710 2.8782 0.11
H -4.2707 -1.5320 0.3739 0.12
H -3.6250 -3.8815 0.7641 0.12
H -1.5610 -4.4241 1.9672 0.11
H -0.0738 -2.6413 2.7780 0.12
H -0.4505 3.0803 2.3402 0.10
H -2.1992 4.5018 1.3786 0.11
H -4.1729 3.5183 0.3108 0.12
H -4.4622 1.0685 0.2250 0.12
H 0.9934 -1.6892 1.0690 0.11
H 3.3675 -1.6094 0.5673 0.11
N -0.6050 -0.1711 5.6617 0.03
C -1.0925 -1.1350 6.4087 -0.20
N -0.9433 -0.8593 7.7488 0.05
C -0.3248 0.3535 7.8116 -0.11
C -0.1272 0.7571 6.5108 -0.19
H -1.5521 -2.0249 6.0001 0.11
H -1.2381 -1.4397 8.5398 0.16
H -0.0483 0.8897 8.7066 0.11
H 0.3381 1.6803 6.1938 0.09


Arrangement two

45
Properties=species:S:1:pos:R:3:lowdin_charge:R:1 method="wB97M-V/def2-TZVPD" lumo_energy_ev=-5.347 spin_multiplicity=1 total_charge=+1
C -1.6734 5.6169 -1.7648 -0.03
O -2.3002 4.3066 -1.9503 -0.05
C -1.6588 3.1986 -1.4802 -0.22
C -2.2888 1.9355 -1.6489 0.04
C -1.6877 0.7867 -1.1890 0.00
C -0.4391 0.8046 -0.5191 -0.13
C 0.2950 -0.4063 -0.2348 0.06
C 1.5115 -0.3871 0.5648 -0.12
C 2.4229 -1.3489 0.0185 -0.09
C 3.7497 -1.4085 0.4448 0.02
C 4.1630 -0.5283 1.4549 -0.03
C 3.2641 0.3970 2.0108 -0.05
C 1.9561 0.5097 1.5377 -0.02
C 1.7263 -2.0833 -1.0317 -0.09
C 0.3834 -1.5691 -1.1330 -0.08
C -0.4227 -2.0454 -2.1731 0.01
C 0.0449 -3.0893 -2.9783 -0.05
C 1.3509 -3.5921 -2.8614 -0.03
C 2.2102 -3.0678 -1.8892 0.01
C 0.1841 2.0806 -0.3856 0.02
C -0.3984 3.2492 -0.8385 0.02
H -2.4054 6.2907 -2.2137 0.10
H -1.5282 5.8517 -0.7013 0.10
H -0.7100 5.6855 -2.2885 0.10
H -3.2616 1.9164 -2.1326 0.13
H -2.1947 -0.1620 -1.3019 0.11
H 4.4275 -2.1376 -0.0040 0.12
H 5.1939 -0.5598 1.8129 0.12
H 3.5833 1.0403 2.8244 0.11
H 1.2587 1.2501 1.9201 0.12
H -1.4133 -1.6329 -2.3210 0.10
H -0.6219 -3.5297 -3.7127 0.11
H 1.6973 -4.3840 -3.5308 0.12
H 3.2363 -3.4196 -1.7790 0.12
H 1.1627 2.1865 0.0648 0.11
H 0.0881 4.2203 -0.7025 0.12
N -1.4772 -1.3322 2.2803 0.03
C -1.1185 -1.5003 3.5535 -0.19
N -2.2002 -1.9382 4.2822 0.03
C -3.2869 -2.0490 3.4333 -0.10
C -2.8280 -1.6659 2.1853 -0.15
H -0.1607 -1.3493 4.0551 0.12
H -2.1905 -2.1424 5.2766 0.15
H -4.2438 -2.3750 3.7722 0.10
H -3.3998 -1.6228 1.2736 0.09


So which one is most stable? That would be arrangement one, about 1.9 kcal/mol below the next structure.


Arrangement one

19
Properties=species:S:1:pos:R:3:lowdin_charge:R:1 method="wB97M-V/def2-TZVPD" lumo_energy_ev=-0.244 spin_multiplicity=1 total_charge=0
H -1.7413 -2.4560 0.3044 0.06
N -0.8320 -2.3050 0.7469 0.02
C -0.1350 -1.2182 0.6121 -0.54
C -0.4748 -0.1615 -0.3229 -0.22
C -1.5111 0.7523 -0.0358 -0.04
C -1.5688 1.9287 -0.7403 -0.07
C -0.6405 2.1750 -1.8244 -0.06
C 0.3701 1.3054 -2.0691 -0.10
C 0.4400 0.2565 -1.2504 -0.09
P 1.3490 -1.4006 1.5188 0.93
O 2.4475 -0.1885 1.8262 -0.23
O 1.4817 -2.9163 2.2208 -0.28
H -2.0763 0.7885 0.9070 0.12
H -2.2289 2.7512 -0.3278 0.12
H -0.5925 3.0151 -2.4356 0.08
H 1.1910 1.3586 -2.8360 0.14
H 1.2910 -0.2671 -1.4681 0.09
H 2.6425 -0.1196 2.7301 0.02
H 0.5883 -3.2987 2.4441 0.07


Arrangement two

19
Properties=species:S:1:pos:R:3:lowdin_charge:R:1 method="wB97M-V/def2-TZVPD" lumo_energy_ev=-0.115 spin_multiplicity=1 total_charge=0
H -0.1683 1.9658 1.3716 0.06
N -0.8127 2.1078 0.5883 0.10
C -0.6904 1.1184 -0.1380 -0.47
C 0.2137 0.0507 0.2618 -0.26
C 1.0877 -0.6387 -0.5825 -0.03
C 1.9465 -1.7075 -0.1568 -0.07
C 1.8531 -2.1952 1.1155 -0.12
C 1.0401 -1.4951 1.9630 -0.10
C 0.1800 -0.4053 1.5984 -0.03
P -1.7553 1.2537 -1.6461 0.79
O -3.2179 0.8211 -1.4147 -0.28
O -1.2795 1.8149 -3.1754 -0.29
H 1.2278 -0.1823 -1.5467 0.10
H 2.5461 -2.1579 -0.9592 0.11
H 2.5533 -2.9568 1.5262 0.12
H 0.7762 -1.7650 3.0511 0.13
H -0.4380 0.2820 2.2347 0.12
H -3.4965 1.4101 -0.6618 0.09
H -1.5659 2.6793 -3.4295 0.02


So which one is most stable? That would be arrangement one, about 17.7 kcal/mol below the next structure.


Arrangement one

50
Properties=species:S:1:pos:R:3:lowdin_charge:R:1 method="wB97M-V/def2-TZVPD" lumo_energy_ev=-0.114 spin_multiplicity=1 total_charge=0
C 3.6933 -1.2923 2.0978 -0.38
H 3.7242 -2.1837 2.5522 0.00
H 3.3120 -0.5024 2.5284 -0.05
H 4.7596 -1.1251 1.6056 0.09
S 2.8474 -1.5251 0.5643 0.89
C 1.1925 -1.9301 1.6358 -0.32
C 0.7348 -3.1809 1.8008 -0.17
C -0.4109 -3.6865 2.2054 -0.09
C -1.1503 -2.6877 2.8534 0.02
C -0.7530 -1.2328 2.7860 -0.03
C 0.2657 -1.1231 2.1742 -0.37
C 0.8693 0.2863 2.0116 -0.09
O 1.8441 1.0485 2.6760 -0.05
C 0.0730 1.1737 0.8824 -0.22
H -0.4694 0.4954 0.3086 0.09
C 1.2154 1.6864 0.0010 -0.08
N 0.6854 2.5176 -1.1835 -0.11
C 0.4343 1.9977 -2.3992 -0.36
O -0.2576 2.5882 -3.4256 -0.10
C 0.9600 0.6326 -2.8339 -0.11
H 2.1887 0.5617 -2.7276 0.16
C 0.3039 -0.7097 -2.1727 -0.10
C -1.1747 -0.6276 -2.0564 -0.23
C -2.0619 0.1226 -2.7540 -0.22
N -3.2384 -0.0473 -2.8623 0.09
C -3.7877 -0.3939 -1.6840 -0.03
C -2.8306 -1.0231 -0.7188 -0.12
C -1.7167 -1.3327 -1.0495 -0.15
H -0.9650 -1.7696 -0.1864 0.18
H -3.4234 -1.5693 0.1487 0.15
H -4.8683 -0.4114 -1.5238 0.10
H -1.5123 0.5658 -3.8552 0.20
H 0.8630 -0.9491 -1.4408 -0.03
H 0.7027 -1.4006 -3.0503 0.17
H 1.0013 0.6471 -3.9802 0.12
C -0.2346 3.4809 -0.8001 -0.15
H -0.3906 3.9924 -1.7852 0.12
C -1.3056 3.3474 0.4195 -0.12
C -0.5870 2.4196 1.4296 -0.18
H -1.4456 2.0532 2.2361 0.15
H 0.0991 3.2433 2.0156 0.17
H -1.7401 4.1395 0.8539 0.07
H -1.8554 2.6208 -0.1575 0.10
H 0.8031 4.3149 -0.2394 0.19
H 1.8211 0.6475 -0.4909 0.12
H 1.9348 2.4353 0.2565 0.11
H -1.3260 -0.3528 3.2632 0.18
H -2.0867 -2.6411 3.3539 0.09
H -0.8330 -4.7215 2.2189 0.14
H 1.2568 -4.1602 1.2431 0.17


Arrangement two

50
Properties=species:S:1:pos:R:3:lowdin_charge:R:1 method="wB97M-V/def2-TZVPD" lumo_energy_ev=0.604 spin_multiplicity=1 total_charge=0
C -0.0375 4.8377 -1.7925 -0.44
S 0.1681 4.2818 -0.1216 0.89
C -0.6147 2.7463 -0.3014 -0.66
N -1.9423 2.7180 -0.5093 0.09
C -2.4969 1.3702 -0.4572 -0.64
C -3.6715 1.3713 -1.3614 -0.08
C -3.0460 1.2081 0.9417 -0.04
C -1.6215 0.2062 -1.0133 0.01
C -0.1295 0.2632 -0.4136 -0.37
C -0.0884 -0.6147 0.7695 -0.10
C 1.1452 -1.1817 1.1816 -0.33
C 1.0471 -2.1415 2.3591 -0.18
C 0.6784 -3.4351 2.1571 -0.01
C 0.4068 -4.2872 3.2542 -0.06
C 0.4453 -3.8584 4.5727 -0.05
C 0.8176 -2.4882 4.7326 -0.04
C 1.0173 -1.6461 3.6294 -0.03
O 1.6892 -1.8268 0.0769 0.03
C 1.6955 -1.1872 -1.1151 -0.16
C 2.6872 -1.6467 -2.0098 0.08
C 3.0158 -0.8842 -3.1323 -0.30
O 4.0898 -1.2533 -3.9273 0.05
C 2.2442 0.2514 -3.4842 0.03
C 1.1676 0.6431 -2.5590 0.02
C 0.9658 -0.0073 -1.3681 -0.14
N 0.1617 1.6331 -0.0634 0.07
H -1.0493 4.9801 -2.2172 0.05
H 0.3877 4.0226 -2.4185 0.02
H 0.6938 5.7259 -1.9051 0.06
H -4.2518 0.5024 -1.2503 0.06
H -4.1781 2.3605 -1.0356 0.12
H -3.4133 1.6051 -2.4069 0.09
H -3.6210 2.1149 1.3467 0.12
H -2.1929 1.1410 1.5969 0.06
H -3.7439 0.3546 0.9972 0.09
H -1.4431 0.3087 -2.0937 0.12
H -2.2037 -0.6737 -0.6867 0.13
H -0.6942 -1.5980 0.6098 0.18
H -0.4586 -0.0910 1.6450 0.14
H 1.7183 -0.3144 1.6114 0.17
H 0.6378 -3.9317 1.2099 0.12
H 0.1039 -5.2324 3.1555 0.06
H 0.2234 -4.4542 5.4189 0.09
H 0.8371 -2.2018 5.7276 0.07
H 1.2199 -0.6335 3.7171 0.09
H 3.3233 -2.5251 -1.8105 0.14
H 4.4198 -0.4661 -4.3108 0.08
H 2.3021 0.7020 -4.4129 0.08
H 0.4697 1.4481 -2.6183 0.10
H 1.1188 1.7840 0.0852 0.11


So which one is most stable? That would be arrangement two, about 324.8 kcal/mol below the next structure.


Arrangement one

34
Properties=species:S:1:pos:R:3:lowdin_charge:R:1 method="wB97M-V/def2-TZVPD" lumo_energy_ev=-2.908 spin_multiplicity=1 total_charge=+1
C 2.8611 -1.0859 0.3334 -0.21
C 3.0244 -1.8118 1.3748 0.00
C -1.0002 3.0157 1.3589 0.04
C -0.1458 2.2623 0.7370 -0.15
C -0.3474 -1.4833 0.2866 -0.15
C 0.6286 -0.0460 2.0181 0.09
C -1.7756 -1.5878 -0.2200 -0.12
C -2.0214 0.8134 -0.0331 -0.02
C 0.0464 -0.2024 0.8576 -0.33
C -0.4722 0.9389 0.0413 -0.42
C 0.1327 1.0706 -1.4118 -0.02
N 2.8085 -0.2501 -0.6236 -0.01
N 3.3404 -0.2932 -1.9635 0.03
N -2.2666 -0.4383 -0.9862 0.10
H 3.8377 -1.3106 1.9704 0.11
H 2.4013 -2.5708 1.7351 0.05
H -0.7651 3.8643 1.9884 0.08
H -2.0891 2.6636 1.4233 0.09
H 0.8355 2.4659 1.0283 0.10
H -0.1624 -2.4023 0.9750 0.17
H 0.3369 -1.7058 -0.5688 0.13
H 1.0951 0.9266 2.3499 0.11
H 0.9493 -0.8681 2.5941 0.06
H -1.9013 -2.4730 -0.8150 0.14
H -2.4201 -1.5681 0.6861 0.15
H -2.4260 0.5341 0.8821 0.11
H -2.6832 1.6223 -0.3395 0.14
H -0.7153 1.7248 -1.9385 0.14
H 0.2785 0.0246 -1.8189 0.08
H 1.0812 1.6050 -1.4811 0.08
H 3.8997 0.5379 -2.1586 0.09
H 3.8650 -1.1476 -2.0682 0.07
H -1.6838 -0.2214 -1.7416 0.11
H -3.2143 -0.5978 -1.2372 0.17


Arrangement two

34
Properties=species:S:1:pos:R:3:lowdin_charge:R:1 method="wB97M-V/def2-TZVPD" lumo_energy_ev=-3.280 spin_multiplicity=1 total_charge=+1
C 0.4707 -0.7193 2.5782 -0.01
C 0.9756 0.3768 1.9821 -0.04
C -0.4113 -1.4001 1.7032 -0.20
C -0.4359 -0.6945 0.5682 -0.20
C -1.1017 -2.7036 1.9820 -0.10
C -1.0737 -1.1914 -0.6573 -0.16
C -1.5635 -3.2602 0.6119 -0.17
C -2.1715 -2.1572 -0.3034 -0.18
C 2.2741 0.4915 -2.3912 -0.22
C -0.1987 3.4644 0.3076 0.02
C 0.6495 1.2573 -0.3349 -0.16
N 0.3693 0.4175 0.7037 -0.03
N 2.4717 0.9924 -1.0274 -0.06
N 0.9370 2.6769 -0.1756 0.02
H 0.7185 -1.1454 3.5679 0.14
H 1.6432 1.1197 2.2946 0.10
H -0.3446 -3.3224 2.5160 0.13
H -2.0391 -2.3837 2.5872 0.15
H -1.7258 -0.3717 -1.1229 0.14
H -0.2788 -1.5089 -1.3292 0.12
H -0.7149 -3.5946 0.1755 0.08
H -2.3883 -3.9276 0.4879 0.11
H -3.1557 -1.7353 0.2112 0.18
H -2.2907 -2.6023 -1.2619 0.10
H 3.3475 0.4377 -2.9380 0.12
H 1.7673 -0.5633 -2.4435 0.09
H 1.7003 1.2866 -3.1252 0.11
H -0.2022 4.4953 -0.1680 0.15
H -1.0564 2.9312 0.1422 0.08
H -0.1524 3.6332 1.3070 0.07
H 0.1513 0.9741 -1.2811 0.15
H 2.8455 0.3020 -0.3712 0.07
H 1.1191 2.8822 -1.1296 0.14
H 1.8442 2.6476 0.5608 0.27


So which one is most stable? That would be arrangement two, about 15.6 kcal/mol below the next structure.


Arrangement one

7
Properties=species:S:1:pos:R:3:lowdin_charge:R:1 method="wB97M-V/def2-TZVPD" lumo_energy_ev="-1.156 / -0.055" spin_multiplicity=1 total_charge=0
C -0.8196 0.3403 -0.0513 0.03
P 1.4148 -1.8390 0.4441 0.24
Br 2.1857 -2.4002 -1.5051 0.06
H -0.9718 0.9836 0.8213 -0.01
H -0.8520 -0.7517 0.0530 -0.10
H -0.5229 0.8768 -0.9451 -0.02
H 2.4465 -0.8816 0.8269 -0.20


Arrangement two

7
Properties=species:S:1:pos:R:3:lowdin_charge:R:1 method="wB97M-V/def2-TZVPD" lumo_energy_ev=0.580 spin_multiplicity=1 total_charge=0
C 0.1572 -0.0822 -0.4612 -0.47
P -1.2116 1.1657 -0.0619 0.36
Br -2.9565 -0.2060 0.0384 0.13
H 0.2188 -0.4255 -1.5462 0.04
H 0.0145 -0.9971 0.4039 0.09
H 1.1450 0.3105 -0.1676 0.00
H -0.9504 1.2149 1.2790 -0.15


Arrangement three

7
Properties=species:S:1:pos:R:3:lowdin_charge:R:1 method="wB97M-V/def2-TZVPD" lumo_energy_ev=0.384 spin_multiplicity=1 total_charge=0
P -0.5665 -1.1078 -0.1668 0.69
C 0.2642 0.5666 -0.3381 -0.81
Br 2.2332 0.1796 0.2285 0.40
H -0.2924 -1.2869 1.3182 -0.07
H -1.7133 -0.5477 0.1552 -0.18
H 0.1107 0.7581 -1.3681 -0.02
H -0.0359 1.4381 0.1712 -0.01


So which one is most stable? That would be arrangement two, about 23.6 kcal/mol below the next structure.


Arrangement one

10
Properties=species:S:1:pos:R:3:lowdin_charge:R:1 method="wB97M-V/def2-TZVPD" lumo_energy_ev="-1.484 / -1.483" spin_multiplicity=1 total_charge=0
Br 2.2854 -1.8306 -0.8727 0.83
C 0.8133 -0.8186 -0.5409 -0.89
N -0.3780 -1.2216 -0.8113 0.01
N -1.2349 -0.2773 -0.4500 -0.61
Br -3.0252 -0.7734 0.1070 0.66
N -0.5953 0.7420 0.2720 -0.53
Br -1.0845 2.5777 -0.3504 0.61
C 0.7848 0.3949 0.3044 -0.66
Br 1.1052 -0.0929 2.3461 0.50
H 1.3291 1.2998 -0.0042 0.09


Arrangement two

10
Properties=species:S:1:pos:R:3:lowdin_charge:R:1 method="wB97M-V/def2-TZVPD" lumo_energy_ev=0.421 spin_multiplicity=1 total_charge=0
C 2.5010 -2.4809 0.8385 -1.40
C 3.0431 -1.3294 1.2369 -1.39
N 0.1852 -1.1840 0.2309 0.20
N -0.8019 -1.6909 0.2684 -0.30
N -1.8486 -2.1126 0.6320 0.11
Br 2.4380 -3.3545 -0.7792 0.71
Br 1.5401 -3.4033 2.2244 0.61
Br 2.8523 -0.5535 2.9224 0.69
Br 3.9360 -0.3345 -0.0844 0.68
H -2.4876 -2.7310 0.1808 0.07


So which one is most stable? That would be arrangement two, about 20.9 kcal/mol below the next structure.